i | The following is a quantum chemistry calculation of one molecule with the formula C2H4N2O3, from OMol25.

- Total charge: 0
- Gap between HOMO and LUMO: 9.77 eV
- Structure (SMILES): O=CNO/C=N/O
- E_LUMO: 0.0223 Ha
- HOMO: -0.3369 Ha

Geometry as XYZ:
```
11
Properties=species:S:1:pos:R:3:nbo_charge:R:1
O 0.120 2.036 -1.643 -0.56
C -0.780 1.275 -1.789 0.50
N -0.681 0.000 -1.241 -0.31
O 0.470 -0.537 -0.843 -0.38
C 1.150 -0.667 0.438 0.28
N 0.344 -0.492 1.434 -0.17
O 0.711 -0.687 2.686 -0.53
H -1.710 1.510 -2.041 0.12
H -1.537 -0.575 -0.903 0.38
H 2.018 -1.275 0.549 0.20
H -0.105 -0.589 3.353 0.49
```

---

ii | The following is a quantum chemistry calculation of C2H4N2O3 as an isolated structure, from OMol25.

- Total charge: 0
- Gap between HOMO and LUMO: 9.90 eV
- E_LUMO: 0.0170 Ha
- HOMO: -0.3469 Ha

Geometry as XYZ:
```
11
Properties=species:S:1:pos:R:3:nbo_charge:R:1
N 0.017 -0.434 -0.285 -0.53
N -1.070 0.511 -0.354 -0.54
C 0.273 -0.438 1.089 0.89
C 0.056 0.923 -1.577 0.48
O 0.170 -1.706 1.542 -0.68
O 0.638 0.512 1.736 -0.60
O -0.395 1.356 -2.601 -0.51
H 0.350 -1.709 2.492 0.50
H -0.125 -1.302 -0.787 0.41
H -1.072 1.338 0.240 0.39
H 1.157 0.949 -1.494 0.17
```

---

It comes down to ii, which is 0.0630 hartree more stable than the next structure.